[1]
Density functional theory data (the ωB97M-V functional and the def2-TZVPD basis) for a structure of composition C5H9HgO10S in a non-equilibrium geometry.

Geometry as XYZ:
```
26
Properties=species:S:1:pos:R:3:nbo_charge:R:1
Hg 13.884 23.810 7.628 0.40
O 17.800 18.907 8.080 -0.70
C 17.052 20.044 7.852 0.92
O 15.986 19.956 7.148 -0.59
O 17.126 21.104 8.396 -0.54
H 17.430 18.282 7.452 0.49
O 11.355 25.257 13.216 -0.70
C 12.104 24.879 12.116 0.92
O 11.713 24.097 11.262 -0.55
O 13.241 25.365 11.885 -0.61
H 12.032 25.773 13.660 0.48
O 14.263 28.503 3.428 -0.69
C 14.128 27.604 4.387 0.91
O 13.368 27.707 5.362 -0.58
O 14.873 26.651 4.308 -0.65
H 15.040 28.065 3.074 0.49
C 7.722 23.693 5.547 -0.84
S 8.677 22.344 4.798 1.20
O 10.049 22.527 5.454 -0.95
C 7.797 20.864 5.534 -0.82
H 6.764 23.909 5.074 0.22
H 8.418 24.508 5.346 0.25
H 7.691 23.713 6.637 0.24
H 6.715 20.929 5.415 0.23
H 7.940 20.834 6.614 0.23
H 8.293 19.940 5.237 0.24
```

Results
ΔE to the lowest compared entry with this formula, charge and spin: 862.12 kJ/mol
largest force on an atom: 4.1 eV/Å
total charge: -1
lowest unoccupied orbital energy: -3.36 eV



[2]
Density functional theory data (the ωB97M-V functional and the def2-TZVPD basis) for a structure of composition C5H9IO in a non-equilibrium geometry.

Geometry as XYZ:
```
16
Properties=species:S:1:pos:R:3:nbo_charge:R:1
C -0.402 -0.856 -1.544 0.44
C -1.018 1.090 0.252 -0.66
C -0.137 -1.116 1.127 -0.65
C 1.438 0.526 -0.010 -0.66
C 0.034 0.020 0.154 0.06
O -0.836 -1.941 -1.617 -0.53
I -0.057 0.397 -3.246 -0.01
H -0.844 1.694 1.143 0.22
H -2.012 0.654 0.326 0.22
H -0.988 1.751 -0.610 0.23
H -1.063 -1.654 0.933 0.23
H -0.190 -0.726 2.148 0.22
H 0.688 -1.820 1.065 0.22
H 1.772 0.980 0.923 0.22
H 2.123 -0.283 -0.256 0.22
H 1.493 1.284 -0.788 0.23
```

Results
ΔE to the lowest compared entry with this formula, charge and spin: 9.96 kJ/mol
largest force on an atom: 3.3 eV/Å
lowest unoccupied orbital energy: 0.38 eV



[3]
Density functional theory data (the ωB97M-V functional and the def2-TZVPD basis) for a cluster of 3 separate species, C5H9IO in total in a non-equilibrium geometry.

Geometry as XYZ:
```
16
Properties=species:S:1:pos:R:3:nbo_charge:R:1
C 0.088 -2.148 -1.564 -0.25
C -0.160 -2.094 -0.389 0.01
C -0.557 -2.404 0.862 -0.71
H 0.078 -2.018 -2.556 0.21
H -1.714 -2.271 0.857 0.25
H -0.195 -1.799 1.744 0.24
H -0.367 -3.521 1.083 0.24
C 1.681 2.411 0.225 -0.73
C 0.608 1.863 -0.570 0.42
O -0.279 1.119 -0.201 -0.55
H 2.700 2.265 -0.232 0.25
H 1.449 3.586 0.285 0.25
H 1.742 2.057 1.286 0.24
H 0.641 1.941 -1.650 0.12
I -3.556 0.297 0.202 -0.12
H -2.160 0.715 0.617 0.12
```

Results
ΔE to the lowest compared entry with this formula, charge and spin: 299.22 kJ/mol
largest force on an atom: 6.5 eV/Å
lowest unoccupied orbital energy: 0.82 eV
structure (SMILES): C#CC.CC=O.I



[4]
Density functional theory data (the ωB97M-V functional and the def2-TZVPD basis) for the molecule C5H9IS in a non-equilibrium geometry.

Geometry as XYZ:
```
16
Properties=species:S:1:pos:R:3:nbo_charge:R:1
C -0.694 1.582 0.700 -0.52
C 0.293 1.696 -0.596 -0.54
C -1.138 0.158 0.703 -0.38
C 0.670 -0.870 -0.647 -0.25
C 0.974 -2.168 -0.089 -0.70
S 1.638 0.576 -0.431 0.30
I -3.050 -0.205 -0.128 0.09
H -0.085 1.905 1.640 0.23
H -1.588 2.195 0.557 0.24
H -0.291 1.475 -1.451 0.21
H 0.762 2.707 -0.731 0.23
H -1.045 -0.438 1.617 0.20
H 0.194 -0.748 -1.534 0.18
H 1.301 -2.109 0.989 0.22
H 1.744 -2.796 -0.541 0.23
H 0.316 -2.960 -0.058 0.24
```

Results
ΔE to the lowest compared entry with this formula, charge and spin: 258.72 kJ/mol
largest force on an atom: 3.9 eV/Å
lowest unoccupied orbital energy (alpha / beta): 0.14 / 0.14 eV



[5]
Density functional theory data (the ωB97M-V functional and the def2-TZVPD basis) for a structure of composition C5H9IrO3 in a non-equilibrium geometry.

Geometry as XYZ:
```
18
Properties=species:S:1:pos:R:3:nbo_charge:R:1
O 0.654 1.346 -0.663 -0.62
C 0.033 0.371 -0.212 0.93
O -1.237 0.291 -0.493 -0.41
C -2.157 -0.518 0.280 -0.08
C 0.719 -1.398 0.184 0.16
H 0.106 -2.058 0.820 0.23
C 1.988 -2.026 -0.341 -0.73
H 1.772 -3.032 -0.731 0.27
H 2.402 -1.470 -1.196 0.26
H 2.752 -2.136 0.449 0.28
C -3.526 0.100 0.158 -0.64
H -1.812 -0.530 1.322 0.20
H -2.129 -1.543 -0.103 0.21
H -3.581 1.055 0.695 0.23
H -4.260 -0.588 0.598 0.25
H -3.792 0.262 -0.894 0.24
Ir 2.210 1.264 0.595 0.83
O 0.977 -0.196 1.011 -0.60
```

Results
ΔE to the lowest compared entry with this formula, charge and spin: 0.00 kJ/mol
multiplicity: 6
largest force on an atom: 6.5 eV/Å
expectation value of S²: 8.767
total charge: +1
lowest unoccupied orbital energy (alpha / beta): -3.90 / -7.09 eV



[6]
Density functional theory data (the ωB97M-V functional and the def2-TZVPD basis) for a cluster of 2 separate species, C5H9N in total in a non-equilibrium geometry.

Geometry as XYZ:
```
15
Properties=species:S:1:pos:R:3:nbo_charge:R:1
C -0.103 -2.049 -0.461 -0.65
C -0.412 -0.600 -0.545 -0.23
C -0.540 0.231 0.513 -0.16
C -0.967 1.696 0.417 -0.67
H 0.359 -2.336 0.539 0.21
H 0.503 -2.444 -1.333 0.22
H -1.022 -2.703 -0.484 0.23
H -0.722 -0.227 -1.464 0.20
H -0.471 -0.185 1.618 0.19
H -1.546 1.926 1.339 0.22
H -1.543 1.736 -0.579 0.22
H 0.042 2.225 0.338 0.25
C 2.164 0.905 0.053 0.09
N 2.092 1.957 -0.395 -0.35
H 2.166 -0.134 0.443 0.25
```

Results
ΔE to the lowest compared entry with this formula, charge and spin: 210.91 kJ/mol
largest force on an atom: 3.0 eV/Å
lowest unoccupied orbital energy: 0.99 eV
structure (SMILES): C/C=C/C.C#N